{
  "formula": "C4HCl6NO",
  "method": "ωB97M-V with the def2-TZVPD basis set",
  "spin_multiplicity": 1,
  "homo_energy_ev": [-9.1, -9.3],
  "mol_weight_g_mol": 291.78,
  "orbital_gap_ev": [7.20, 7.75],
  "elements": ["C", "C", "C", "C", "N", "O", "Cl", "Cl", "Cl", "Cl", "Cl", "Cl", "H"],
  "positions_angstrom": [[0.306643, 0.761334, -0.951376], [-1.553684, 0.211779, 0.527637], [1.272208, -0.133779, -0.000082], [0.566079, -1.329780, 0.498703], [-0.995393, 0.695739, -0.635500], [0.744465, 1.463665, -1.822207], [-1.494668, 1.294091, 1.824569], [2.707742, -0.552192, -0.938242], [1.616742, 1.024112, 1.160738], [0.165731, -2.498347, -0.612877], [0.777013, -1.952855, 2.091407], [-2.093760, 1.750708, -1.715284], [-2.019118, -0.734474, 0.572515]],
  "atomic_forces_ev_per_a": [[1.65, 0.28, -1.35], [2.11, 0.73, -0.70], [-1.38, 0.17, -2.21], [-0.59, 0.29, 1.33], [-2.58, -0.15, -0.34], [0.16, -0.63, 0.39], [-0.77, -0.18, 0.60], [0.34, -0.18, -0.17], [1.13, 1.33, 2.29], [-0.44, -0.66, -1.01], [0.13, 0.53, -0.21], [1.07, -0.99, 1.18], [-0.84, -0.54, 0.18]],
  "mulliken_charge": [0.41, -0.25, 0.57, -0.03, -0.16, -0.53, -0.06, -0.12, -0.07, -0.08, -0.09, -0.07, 0.47]
}

---

{
  "formula": "C2H10N4",
  "method": "ωB97M-V with the def2-TZVPD basis set",
  "spin_multiplicity": 1,
  "homo_energy_ev": -9.0,
  "e_above_lowest_kj_mol": 57.8,
  "mol_weight_g_mol": 90.13,
  "orbital_gap_ev": 10.04,
  "smiles": "[H]/N=C/N.NCN",
  "elements": ["N", "C", "N", "H", "H", "H", "H", "H", "H", "N", "C", "N", "H", "H", "H", "H"],
  "positions_angstrom": [[1.108227, 0.494647, -0.027243], [1.461382, 0.951210, -1.392802], [0.918473, 0.119212, -2.463603], [0.938801, 1.324554, 0.529895], [1.949181, 0.064174, 0.347367], [1.082852, 1.963323, -1.565106], [2.548105, 0.993115, -1.536353], [1.070743, -0.868871, -2.271297], [-0.082687, 0.264341, -2.503321], [-1.285826, -1.282616, 0.476534], [-1.382854, -0.697973, 1.695936], [-1.190126, 0.537756, 1.923560], [-1.613236, -2.229689, 0.431407], [-0.604951, -0.914423, -0.172036], [-1.799963, -1.345153, 2.484630], [-1.408132, 0.766791, 2.886214]],
  "atomic_forces_ev_per_a": [[0.80, 0.45, -0.88], [0.04, -0.20, -0.34], [-0.04, 0.07, 0.24], [-0.32, -0.29, 0.31], [-0.23, -0.07, 0.26], [0.02, -0.14, 0.14], [-0.11, -0.02, 0.08], [0.05, 0.21, -0.03], [-0.07, -0.13, -0.06], [-0.04, -0.28, 0.22], [-1.10, 0.33, 0.73], [0.39, 0.32, -0.15], [0.37, -0.06, -0.27], [0.00, 0.09, -0.01], [0.15, -0.13, -0.30], [0.09, -0.15, 0.07]],
  "mulliken_charge": [-0.51, -0.45, -0.62, 0.24, 0.21, 0.35, 0.31, 0.23, 0.26, -0.39, 0.01, -0.60, 0.20, 0.26, 0.29, 0.21]
}

---

{
  "formula": "C44H53IN4OP3Sn",
  "method": "ωB97M-V with the def2-TZVPD basis set",
  "spin_multiplicity": 1,
  "homo_energy_ev": -8.9,
  "e_above_lowest_kj_mol": 143.1,
  "charge": 1,
  "mol_weight_g_mol": 992.47,
  "orbital_gap_ev": 6.88,
  "elements": ["Sn", "N", "P", "C", "C", "C", "C", "C", "C", "C", "C", "C", "C", "C", "C", "P", "C", "C", "C", "C", "C", "C", "C", "C", "C", "C", "C", "C", "H", "H", "H", "H", "H", "H", "H", "H", "H", "H", "H", "H", "H", "H", "H", "H", "H", "H", "H", "H", "H", "N", "C", "O", "C", "C", "H", "H", "H", "H", "H", "H", "I", "C", "C", "N", "N", "C", "H", "H", "H", "C", "C", "C", "C", "P", "C", "C", "C", "C", "C", "C", "C", "C", "C", "C", "H", "H", "H", "H", "H", "H", "H", "H", "H", "H", "H", "H", "H", "H", "H", "H", "H", "H", "H", "H", "H", "H", "H"],
  "positions_angstrom": [[0.186594, -1.582641, 0.810020], [-1.503690, 1.829023, 0.770779], [-1.315807, 1.009736, 2.362656], [-2.426769, 2.187847, 3.170689], [-2.110014, 3.529447, 3.435761], [-3.053446, 4.353420, 4.033755], [-4.279810, 3.847524, 4.470891], [-4.580400, 2.506186, 4.235102], [-3.659410, 1.679687, 3.581922], [0.277328, 1.567176, 2.996057], [1.298329, 2.142649, 2.233689], [2.563539, 2.269088, 2.793800], [2.795182, 2.058749, 4.152994], [1.772031, 1.563599, 4.954517], [0.513849, 1.324240, 4.367901], [-1.645036, 0.979106, -0.714308], [-1.390912, 2.273507, -2.041198], [-1.889032, 3.575230, -1.582975], [-2.760381, 4.332279, -2.330067], [-3.095354, 3.991173, -3.665694], [-2.609325, 2.863133, -4.223132], [-1.745254, 1.909512, -3.512825], [-3.369836, 0.493508, -0.840731], [-3.803370, -0.360319, -1.869614], [-5.121532, -0.697627, -2.000593], [-6.089089, -0.217534, -1.108997], [-5.687398, 0.634598, -0.092855], [-4.358369, 1.009422, 0.001643], [-1.919620, 2.774075, 0.792338], [-1.127867, 3.873757, 3.264039], [-2.856568, 5.416101, 4.150449], [-4.967150, 4.547742, 4.967360], [-5.566679, 2.092197, 4.476031], [-3.960026, 0.645577, 3.418571], [1.125431, 2.420327, 1.158858], [3.419532, 2.564692, 2.215354], [3.798091, 2.166357, 4.545656], [1.930883, 1.339725, 5.996969], [-0.320657, 1.066869, 4.993678], [-1.464371, 4.012050, -0.661241], [-3.136259, 5.252816, -1.861251], [-3.782788, 4.634141, -4.226540], [-2.800991, 2.648319, -5.261292], [-2.065140, 0.878333, -3.536220], [-3.073327, -0.796217, -2.556443], [-5.408447, -1.420393, -2.776566], [-7.131067, -0.491481, -1.202483], [-6.409091, 0.963171, 0.651734], [-4.067977, 1.725590, 0.769945], [-1.934533, -4.636643, 3.322836], [-1.623538, -3.721704, 2.396334], [-1.329355, -2.533993, 2.661005], [-1.583228, -4.250068, 1.011121], [-1.269725, -3.228733, -0.022505], [-1.962442, -4.424648, 4.338554], [-2.216316, -5.581692, 3.041128], [-2.610800, -4.694971, 0.815256], [-0.926013, -5.169542, 1.024438], [-2.138871, -2.565133, -0.231771], [-0.822824, -3.582171, -0.984730], [3.318384, -1.794476, 6.305488], [2.820369, -1.829086, 4.302103], [3.742482, -1.739199, 3.262116], [3.023531, -1.837405, 2.153292], [1.717130, -2.012866, 2.388710], [1.556762, -2.018042, 3.748792], [4.819281, -1.596990, 3.349885], [3.350478, -1.814608, 1.172720], [0.565217, -2.077256, 4.140865], [4.258870, 0.575031, -0.521616], [4.177291, -0.622510, -1.543756], [4.528623, -0.011323, -2.938558], [5.241692, -1.605990, -1.026506], [2.366911, -1.179485, -1.522905], [1.443019, 0.094062, -2.506759], [1.188340, -0.063597, -3.906962], [0.345033, 0.794700, -4.546243], [-0.255259, 1.965667, -3.887492], [0.133739, 2.203208, -2.422003], [0.949615, 1.174191, -1.788789], [2.269831, -2.829262, -2.389581], [0.913373, -2.982479, -3.117878], [2.384488, -3.924250, -1.308150], [3.395531, -3.105066, -3.427141], [5.322374, 0.807547, -0.367578], [3.829525, 0.389572, 0.480442], [3.740530, 1.439163, -0.920141], [5.561801, 0.339301, -2.830546], [3.883177, 0.842250, -3.225386], [4.489951, -0.689068, -3.780337], [6.222158, -1.145422, -1.141937], [5.320816, -2.534158, -1.560156], [5.105705, -1.815484, 0.048956], [1.733823, -0.878113, -4.429768], [0.127864, 0.558747, -5.584640], [-0.094229, 2.876075, -4.469657], [0.619477, 3.211454, -2.357795], [1.254859, 1.222718, -0.710945], [0.117517, -2.266795, -2.829458], [0.561598, -3.999985, -2.985502], [1.058635, -2.833247, -4.198824], [1.656557, -3.823874, -0.553920], [3.371985, -3.931308, -0.826783], [2.206517, -4.903240, -1.743835], [3.516388, -2.306284, -4.117717], [3.090118, -3.969254, -4.049060], [4.337288, -3.349782, -2.894798]],
  "atomic_forces_ev_per_a": [[-2.01, 1.15, -0.86], [0.26, 0.04, -0.02], [-0.75, 0.88, -1.85], [-0.32, -0.19, 1.04], [-1.18, -0.80, 0.35], [-0.12, 0.10, 0.06], [0.02, 0.15, -0.24], [-0.34, 0.07, -0.18], [-0.56, 0.54, 0.29], [0.75, 0.67, 0.67], [-0.05, -0.58, -1.00], [0.17, 0.47, 0.60], [-0.18, -0.88, -0.27], [-0.88, 0.11, -0.80], [0.83, 0.59, -0.36], [0.16, -1.14, 0.40], [0.69, -0.02, 0.81], [-0.96, 2.11, -0.69], [1.54, -0.16, 2.97], [-0.60, -1.16, -1.58], [-0.89, 0.86, -0.13], [0.33, -0.42, 0.94], [-1.40, 0.74, -0.45], [1.19, 0.02, 0.24], [-1.22, -0.72, -0.28], [0.45, 0.03, -0.14], [-0.29, -0.27, 0.00], [0.55, 0.26, 0.46], [0.29, -0.82, 0.28], [0.93, 0.51, -0.48], [0.15, -0.19, 0.17], [0.16, -0.60, -0.28], [0.46, 0.24, 0.17], [0.35, 0.13, -0.14], [0.12, -0.43, 1.19], [0.04, 0.33, -0.43], [-0.03, 0.13, 0.05], [-0.01, 0.12, 0.16], [-0.21, -0.51, 0.23], [-0.45, -0.36, -0.44], [0.20, -0.34, -0.47], [0.46, -0.21, 0.12], [-0.21, -0.07, -0.23], [-0.54, -0.28, -0.43], [-0.14, 0.06, 0.19], [0.05, 0.47, 0.27], [0.04, -0.13, -0.05], [0.12, 0.18, -0.21], [-0.07, -0.22, -0.06], [-0.41, -0.42, 1.45], [0.50, 0.87, 0.60], [0.13, -1.08, -0.05], [-1.12, -2.14, -0.89], [1.55, 1.11, -0.78], [0.02, -0.03, -1.35], [0.26, 0.84, 0.19], [0.87, 0.33, 0.28], [-0.33, 1.07, -0.20], [0.56, -0.37, 0.06], [-0.69, -0.05, 0.88], [-0.07, 0.05, -0.04], [0.32, -0.20, 0.62], [-0.30, 0.15, 1.34], [0.24, -0.17, -1.61], [0.32, -0.91, 1.79], [1.21, 0.39, -2.17], [-0.45, -0.06, -0.44], [-0.38, 0.04, 0.85], [-0.22, -0.13, 0.32], [0.01, -0.39, -0.14], [-0.36, 1.28, 0.05], [0.30, 0.27, 0.61], [-0.35, 0.07, 0.04], [0.25, -0.12, 0.48], [0.19, 1.21, 2.62], [-0.61, 0.60, -1.69], [1.31, -1.90, -0.18], [-0.08, 0.31, -0.35], [0.26, 2.18, -0.21], [1.99, -2.74, 0.10], [0.24, -0.33, -0.69], [-0.15, 0.51, -0.39], [0.97, 0.18, -0.71], [-0.39, -1.20, 0.79], [-0.27, 0.18, -0.14], [0.07, -0.27, -0.42], [0.01, 0.28, -0.06], [-0.09, 0.17, -0.34], [0.31, -0.38, 0.50], [0.13, -0.34, 0.08], [0.03, 0.23, 0.14], [-0.18, -0.45, -0.12], [0.06, -0.01, -0.35], [-0.78, 0.79, 0.20], [-0.04, 0.40, -0.03], [0.21, -0.14, -0.15], [-0.28, -0.73, 0.41], [-0.64, 0.13, -0.97], [0.38, -0.44, 0.14], [-0.23, -0.15, 0.03], [-0.14, -0.09, 0.37], [-1.05, 0.29, 1.07], [-0.14, 0.02, -0.12], [0.20, -0.18, -0.25], [0.26, 0.69, -0.44], [0.25, 0.14, 0.47], [-0.52, 0.20, -0.74]],
  "mulliken_charge": [2.08, 0.41, 0.10, -0.07, -0.43, -0.58, -0.52, -0.57, -0.44, 0.74, 0.19, -0.25, -0.77, -0.84, -0.83, -0.55, 2.58, -1.17, -0.86, -0.55, -1.47, -0.07, 1.62, -0.51, -0.71, -0.69, -0.64, -0.89, 0.28, 0.50, 0.41, 0.36, 0.39, 0.39, -0.13, 0.49, 0.40, 0.60, 0.51, 0.52, 0.40, 0.40, 0.51, 0.18, 0.08, 0.41, 0.40, 0.47, 0.29, -0.42, 0.68, -0.65, -0.79, -0.94, 0.27, 0.21, 0.45, 0.33, 0.37, 0.19, 0.16, -1.14, 0.12, 0.15, 0.02, -0.37, 0.50, -0.07, 0.64, -1.63, 1.72, -1.51, -1.53, -0.14, 0.93, -0.54, -1.44, 0.23, -1.23, -0.19, 2.37, -1.94, -1.73, -1.70, 0.57, 0.10, 0.36, 0.52, 0.23, 0.23, 0.50, 0.28, 0.19, 0.39, 0.38, 0.50, 0.31, -0.40, 0.00, 0.61, 0.50, 0.30, 0.25, 0.56, 0.27, 0.48, 0.34]
}

---

Which formula does entry 1 have? C4HCl6NO